A molecular structure, C49H45BrCdN3O2P2S2Se in a non-equilibrium geometry, computed with ωB97M-V with the def2-TZVPD basis set.

Geometry as XYZ:
```
106
C49H45BrCdN3O2P2S2Se (ωB97M-V with the def2-TZVPD basis set)
Cd 1.75 0.01 -0.99
S 3.79 -2.80 0.02
P 1.85 -2.84 0.33
C 1.10 -1.28 0.73
P 0.79 -0.53 2.27
S 1.26 1.40 2.02
C -0.99 -0.58 2.73
C -1.90 -1.45 2.16
C -3.24 -1.47 2.51
C -3.67 -0.54 3.47
C -2.75 0.31 4.09
C -1.41 0.34 3.72
C 1.51 -1.23 3.77
C 2.91 -1.38 3.76
C 3.59 -1.45 4.97
C 2.92 -1.46 6.18
C 1.53 -1.48 6.16
C 0.79 -1.42 4.96
C 1.18 -3.58 -1.15
C 0.21 -2.95 -1.99
C -0.12 -3.54 -3.23
C 0.46 -4.78 -3.58
C 1.34 -5.42 -2.72
C 1.67 -4.84 -1.49
C 1.48 -4.11 1.56
C 2.53 -4.51 2.42
C 2.27 -5.62 3.30
C 1.02 -6.26 3.30
C 0.00 -5.75 2.50
C 0.25 -4.74 1.58
H -1.49 -2.12 1.38
H -3.91 -2.17 2.06
H -4.71 -0.52 3.77
H -3.14 0.95 4.90
H -0.67 1.00 4.22
H 3.49 -1.44 2.77
H 4.68 -1.53 4.92
H 3.51 -1.46 7.09
H 1.02 -1.67 7.10
H -0.28 -1.43 4.93
H -0.29 -2.05 -1.71
H -0.77 -3.06 -3.94
H 0.23 -5.18 -4.58
H 1.82 -6.35 -2.97
H 2.36 -5.36 -0.83
H 3.48 -3.95 2.44
H 3.06 -5.94 3.97
H 0.82 -7.10 3.95
H -1.01 -6.17 2.55
H -0.51 -4.47 0.84
Br -3.29 1.72 -3.83
C -1.79 2.73 -4.33
C -2.02 4.04 -4.75
C -0.95 4.89 -5.03
C 0.36 4.43 -4.85
C 0.61 3.13 -4.40
C -0.49 2.25 -4.14
C -0.11 1.00 -3.34
O -0.92 0.03 -3.22
O 1.04 1.09 -2.76
H -3.03 4.40 -4.94
H -1.09 5.96 -5.27
H 1.17 5.09 -5.03
H 1.58 2.73 -4.25
C -4.19 -1.58 -1.36
N -4.74 -0.27 -0.96
C -3.99 0.77 -0.52
Se -2.16 0.87 -0.37
N -4.81 1.80 -0.14
C -6.11 1.42 -0.41
C -7.25 2.18 -0.37
C -8.39 1.54 -0.81
C -8.42 0.23 -1.25
C -7.26 -0.53 -1.25
C -6.10 0.09 -0.88
H -3.12 -1.49 -1.52
H -4.62 -2.03 -2.26
H -4.36 -2.32 -0.58
H -4.47 2.67 0.28
H -7.21 3.23 -0.08
H -9.34 2.07 -0.87
H -9.33 -0.19 -1.65
H -7.19 -1.60 -1.53
C 3.53 5.32 0.91
N 2.81 5.00 -0.38
C 3.29 5.70 -1.61
C 2.59 3.47 -0.51
C 3.81 2.70 -0.90
C 5.14 3.22 -0.99
C 6.13 2.46 -1.54
C 5.91 1.11 -1.91
C 4.66 0.53 -1.68
C 3.64 1.33 -1.17
H 3.66 6.42 0.90
H 4.47 4.78 0.95
H 2.90 5.00 1.74
H 1.87 5.40 -0.20
H 4.36 5.57 -1.81
H 3.11 6.74 -1.45
H 2.70 5.30 -2.47
H 1.78 3.34 -1.24
H 2.17 3.05 0.43
H 5.31 4.23 -0.64
H 7.11 2.90 -1.76
H 6.74 0.56 -2.35
H 4.52 -0.53 -1.90
```

Computed properties:
Charge = -1
HOMO-LUMO gap = 4.843 eV
Highest occupied orbital energy = -3.342 eV

***

6 unconnected molecules or ions with the total composition C49H46BrF19N6O11P in a non-equilibrium geometry, computed with ωB97M-V with the def2-TZVPD basis set.

Geometry as XYZ:
```
133
C49H46BrF19N6O11P (ωB97M-V with the def2-TZVPD basis set)
C -2.89 -1.11 -2.54
C -3.04 -1.24 -1.02
F -4.08 -2.15 -0.88
P -1.41 -1.65 -0.01
Br -2.19 -3.91 0.53
C -2.23 -1.10 1.68
C -3.70 -0.88 1.72
N -4.52 -1.72 2.23
C -0.59 -2.50 -1.57
C 0.25 -1.69 -2.48
O 0.07 -1.60 -3.68
C 0.26 -2.03 0.95
C 0.55 -1.43 2.33
C 2.07 -1.48 2.66
C 2.54 -2.77 3.29
F 3.75 -3.11 2.75
F 1.72 -3.81 3.07
C 2.77 -2.71 4.84
F 1.71 -3.21 5.50
F 3.85 -3.44 5.19
F 2.98 -1.45 5.27
C -0.89 0.14 -0.44
C 0.49 0.67 -0.06
C 0.86 1.96 -0.77
F 2.22 2.17 -0.60
F 0.66 1.90 -2.11
C 0.17 3.24 -0.22
F -0.71 2.98 0.76
F -0.52 3.84 -1.22
C 1.13 4.33 0.32
F 1.98 4.75 -0.65
F 0.36 5.41 0.65
C 1.97 3.93 1.58
F 1.56 2.77 2.12
F 3.25 3.77 1.20
C 1.99 4.99 2.71
F 2.32 6.20 2.23
F 2.99 4.60 3.55
C 0.69 5.05 3.58
F 0.83 4.27 4.66
F -0.38 4.63 2.91
F 0.50 6.31 3.99
H -2.89 -2.07 -3.02
H -3.78 -0.60 -2.90
H -2.04 -0.54 -2.88
H -3.42 -0.26 -0.71
H -1.81 -0.15 2.03
H -2.08 -1.89 2.41
H -4.09 0.07 1.34
H -5.46 -1.34 2.13
H 0.11 -3.24 -1.17
H -1.27 -3.13 -2.11
H 1.12 -1.13 -2.09
H 0.23 -3.10 1.10
H 1.13 -1.87 0.32
H 0.07 -2.04 3.09
H 0.25 -0.41 2.51
H 2.32 -0.63 3.28
H 2.65 -1.36 1.75
H -1.60 0.76 0.11
H -1.10 0.43 -1.47
H 0.48 0.95 0.99
H 1.33 0.02 -0.25
C -6.32 -5.09 -6.70
C -5.71 -4.00 -6.11
C -4.83 -4.18 -5.05
C -4.57 -5.47 -4.62
C -5.18 -6.57 -5.19
C -6.06 -6.37 -6.24
N -3.63 -5.66 -3.50
O -3.14 -4.67 -3.03
O -3.42 -6.80 -3.14
H -7.01 -4.94 -7.53
H -5.92 -3.00 -6.46
H -4.35 -3.34 -4.58
H -4.97 -7.56 -4.83
H -6.54 -7.23 -6.71
C 7.02 -6.10 -0.75
C 6.50 -6.07 -2.04
C 5.28 -5.48 -2.28
C 4.58 -4.93 -1.23
C 5.07 -4.95 0.07
C 6.30 -5.55 0.30
N 3.28 -4.28 -1.48
O 2.86 -4.29 -2.62
O 2.72 -3.78 -0.53
H 7.98 -6.56 -0.56
H 7.06 -6.51 -2.85
H 4.87 -5.45 -3.28
H 4.50 -4.52 0.88
H 6.69 -5.57 1.31
C -4.87 4.49 -4.83
C -4.60 3.95 -3.58
C -5.04 2.67 -3.26
C -5.74 1.95 -4.21
C -6.02 2.47 -5.46
C -5.58 3.75 -5.77
N -6.17 0.59 -3.89
O -5.92 0.18 -2.78
O -6.74 -0.05 -4.76
H -4.53 5.49 -5.07
H -4.05 4.52 -2.85
H -4.82 2.24 -2.30
H -6.57 1.89 -6.19
H -5.80 4.18 -6.74
C -0.31 2.71 7.00
C -0.63 1.42 7.39
C -1.93 1.10 7.75
C -2.89 2.10 7.72
C -2.59 3.39 7.33
C -1.29 3.69 6.97
N -4.28 1.77 8.09
O -4.51 0.64 8.46
O -5.10 2.66 8.03
H 0.70 2.95 6.71
H 0.13 0.65 7.41
H -2.19 0.10 8.05
H -3.36 4.15 7.31
H -1.04 4.70 6.67
C 6.27 3.90 0.33
C 7.60 3.53 0.18
C 8.41 4.19 -0.73
C 7.86 5.20 -1.49
C 6.54 5.58 -1.37
C 5.74 4.92 -0.45
N 8.72 5.92 -2.45
O 9.87 5.56 -2.55
O 8.23 6.83 -3.08
H 5.64 3.38 1.04
H 8.01 2.73 0.79
H 9.44 3.91 -0.85
H 6.13 6.37 -1.98
H 4.70 5.19 -0.35
```

Computed properties:
Charge = -1
HOMO-LUMO gap = 5.718 eV
Highest occupied orbital energy = -4.945 eV

***

A molecular structure, C49H47ClF6N3O6STa in a non-equilibrium geometry, computed with ωB97M-V with the def2-TZVPD basis set.

Geometry as XYZ:
```
114
C49H47ClF6N3O6STa (ωB97M-V with the def2-TZVPD basis set)
Ta -0.37 -0.42 0.10
F -6.79 -3.97 -1.71
C -5.61 -3.38 -1.69
C -5.25 -2.57 -0.62
F -6.09 -2.41 0.40
C -4.01 -1.97 -0.60
F -3.69 -1.24 0.47
C -3.09 -2.15 -1.62
S -1.55 -1.29 -1.82
C -3.47 -2.97 -2.68
F -2.62 -3.19 -3.68
C -4.71 -3.58 -2.72
F -5.03 -4.37 -3.74
C 3.87 -0.09 1.39
C 3.06 0.72 2.37
C 3.65 1.79 3.04
C 2.96 2.52 3.98
C 1.64 2.20 4.26
C 0.99 1.16 3.60
C -0.43 0.81 3.96
C 1.73 0.43 2.66
N 1.07 -0.68 1.98
C 1.30 -1.85 2.42
C 2.17 -2.19 3.58
C 0.56 -2.98 1.75
C 0.78 -4.36 2.25
N -0.26 -2.66 0.82
C -1.11 -3.74 0.34
C -2.24 -4.06 1.10
C -2.59 -3.39 2.41
C -3.05 -5.10 0.65
C -2.73 -5.82 -0.48
C -1.57 -5.52 -1.18
C -0.74 -4.48 -0.78
C 0.57 -4.27 -1.49
H 4.58 0.55 0.86
H 3.25 -0.61 0.66
H 4.46 -0.84 1.92
H 4.69 2.02 2.83
H 3.45 3.33 4.51
H 1.10 2.75 5.03
H -0.71 1.29 4.90
H -0.58 -0.26 4.08
H -1.13 1.14 3.19
H 2.52 -1.31 4.10
H 3.03 -2.77 3.24
H 1.63 -2.83 4.28
H 1.85 -4.56 2.35
H 0.33 -5.11 1.60
H 0.34 -4.48 3.25
H -2.20 -2.38 2.49
H -2.21 -3.98 3.25
H -3.67 -3.33 2.52
H -3.93 -5.36 1.22
H -3.36 -6.63 -0.81
H -1.29 -6.10 -2.05
H 0.52 -4.68 -2.50
H 1.38 -4.78 -0.96
H 0.83 -3.22 -1.55
C -1.53 5.30 -1.13
O -1.24 3.91 -0.89
C 0.03 3.67 -0.46
C 1.06 3.49 -1.38
C 2.36 3.28 -0.95
C 2.65 3.26 0.41
C 1.64 3.41 1.33
C 0.32 3.59 0.90
N -0.68 3.73 1.91
C -1.94 3.41 1.99
C -2.83 2.74 1.11
C -4.19 3.11 1.29
C -5.15 2.72 0.39
C -4.77 1.94 -0.70
C -3.47 1.50 -0.86
C -2.49 1.85 0.07
O -1.23 1.41 -0.02
H -2.56 5.34 -1.47
H -0.87 5.70 -1.89
H -1.42 5.88 -0.21
H 0.82 3.52 -2.44
H 3.15 3.15 -1.68
H 3.67 3.13 0.75
H 1.84 3.35 2.40
H -0.32 4.19 2.74
H -2.40 3.78 2.90
H -4.45 3.74 2.13
H -6.18 3.03 0.52
H -5.51 1.65 -1.44
H -3.19 0.89 -1.70
O 1.13 1.24 0.18
H 1.83 1.29 -0.49
H 0.59 2.05 0.05
F -1.53 -0.53 1.57
C 5.26 0.65 -3.54
C 4.04 1.49 -3.77
C 4.15 2.88 -3.82
C 3.07 3.67 -4.13
Cl 3.25 5.40 -4.14
C 1.83 3.11 -4.43
C 1.70 1.74 -4.36
C 2.77 0.94 -4.01
O 2.55 -0.43 -3.99
C 2.63 -1.04 -2.74
C 1.49 -0.63 -1.84
O 0.64 0.23 -2.12
O 1.40 -1.20 -0.67
H 6.16 1.25 -3.69
H 5.30 -0.19 -4.25
H 5.33 0.24 -2.53
H 5.12 3.34 -3.64
H 1.00 3.74 -4.72
H 0.75 1.26 -4.57
H 3.55 -0.81 -2.21
H 2.59 -2.12 -2.87
```

Computed properties:
Charge = +2
HOMO-LUMO gap = 6.904 eV
Highest occupied orbital energy = -13.053 eV

***

A molecular structure, C49H47N4O3PPdSSb, computed with ωB97M-V with the def2-TZVPD basis set.

Geometry as XYZ:
```
107
C49H47N4O3PPdSSb (ωB97M-V with the def2-TZVPD basis set)
Pd -0.41 -1.03 0.04
O -3.18 -2.02 0.42
N -2.04 -2.59 -0.09
C -2.01 -3.82 0.19
C -0.96 -4.75 -0.23
C -1.32 -6.09 -0.25
C -0.46 -7.07 -0.71
C 0.80 -6.71 -1.16
C 1.19 -5.39 -1.12
C 0.33 -4.39 -0.65
P 0.99 -2.70 -0.63
C 1.38 -2.36 -2.37
C 0.35 -1.86 -3.17
C 0.57 -1.63 -4.52
C 1.81 -1.89 -5.08
C 2.84 -2.39 -4.29
C 2.62 -2.63 -2.94
C 2.59 -2.82 0.22
C 3.47 -1.76 0.06
C 4.67 -1.72 0.77
C 4.98 -2.75 1.65
C 4.10 -3.81 1.81
C 2.90 -3.85 1.11
H -3.33 -1.23 -0.15
H -2.86 -4.23 0.73
H -2.32 -6.37 0.09
H -0.77 -8.11 -0.73
H 1.48 -7.47 -1.54
H 2.18 -5.11 -1.46
H -0.62 -1.64 -2.74
H -0.23 -1.24 -5.14
H 1.98 -1.71 -6.13
H 3.81 -2.60 -4.72
H 3.43 -3.01 -2.32
H 3.24 -0.98 -0.65
H 5.35 -0.89 0.63
H 5.90 -2.72 2.21
H 4.35 -4.62 2.50
H 2.23 -4.69 1.24
N 0.87 0.55 -0.86
S 2.03 1.31 -0.09
C 3.39 1.55 -1.24
C 4.53 2.21 -0.80
C 5.61 2.34 -1.66
C 5.55 1.79 -2.94
C 4.40 1.13 -3.37
C 3.31 1.00 -2.51
C 1.57 3.02 0.08
C 1.54 3.57 1.35
C 1.16 4.90 1.50
C 0.80 5.65 0.38
C 0.83 5.08 -0.89
C 1.22 3.76 -1.04
H 0.37 1.17 -1.49
H 4.57 2.64 0.19
H 6.50 2.87 -1.34
H 6.40 1.89 -3.61
H 4.35 0.71 -4.36
H 2.42 0.47 -2.82
H 1.80 2.97 2.22
H 1.12 5.35 2.49
H 0.50 6.68 0.50
H 0.55 5.66 -1.76
H 1.25 3.31 -2.03
C 1.89 -0.62 3.67
Sb 0.12 -1.21 2.65
C 0.23 -3.29 3.21
C -1.38 -0.77 4.10
H 1.82 -0.99 4.70
H 1.95 0.47 3.68
H 2.75 -1.05 3.17
H 0.03 -3.40 4.29
H 1.22 -3.69 3.00
H -0.51 -3.87 2.66
H -1.04 -1.15 5.06
H -2.30 -1.27 3.81
H -1.54 0.31 4.16
O -0.18 1.54 2.19
C -1.16 1.59 1.46
N -2.07 2.60 1.45
C -3.21 2.31 0.59
C -2.75 0.96 0.00
O -3.41 0.28 -0.78
N -1.54 0.64 0.51
C -4.47 2.08 1.45
C -4.49 1.00 2.32
C -5.58 0.76 3.14
C -6.68 1.62 3.10
C -6.66 2.71 2.25
C -5.56 2.95 1.42
C -3.38 3.33 -0.53
C -4.32 3.10 -1.54
C -4.48 4.02 -2.56
C -3.71 5.18 -2.60
C -2.77 5.40 -1.60
C -2.60 4.48 -0.57
H -2.08 3.31 2.16
H -3.64 0.32 2.36
H -5.58 -0.09 3.81
H -7.54 1.44 3.73
H -7.50 3.40 2.22
H -5.56 3.80 0.76
H -4.92 2.20 -1.51
H -5.21 3.84 -3.34
H -3.83 5.90 -3.40
H -2.17 6.31 -1.61
H -1.85 4.66 0.19
```

Computed properties:
Charge = +1
HOMO-LUMO gap = 6.834 eV
Highest occupied orbital energy = -9.875 eV

***

Q: Among the records above, which one has the highest HOMO-LUMO gap?
A: C49H47ClF6N3O6STa

***

Q: The lowest HOMO-LUMO gap belongs to which entry?
A: C49H45BrCdN3O2P2S2Se

***

Q: Among the records above, which one has the lowest HOMO-LUMO gap?
A: C49H45BrCdN3O2P2S2Se

***

Q: What is the highest occupied orbital energy in the third record?
A: -13.053 eV